1.
Computed, not measured: a 2-piece molecular cluster, C2H5NO4 overall at a distorted geometry, with ωB97M-V/def2-TZVPD.

The geometry in XYZ format:
```
12
Properties=species:S:1:pos:R:3:forces:R:3:nbo_charge:R:1
O -1.42398 -0.79019 -1.31572 -0.7104 -1.1282 -0.3886 -0.55
C -0.31670 -0.89556 -0.88471 1.3669 2.2107 0.2795 0.54
N 0.81158 -0.26920 -1.46686 -1.0124 -0.5843 1.0134 -0.71
C 0.91981 0.46387 -2.66420 0.1485 -0.7591 0.4089 0.89
O -0.14026 0.36676 -3.48451 1.2674 0.2086 -0.0779 -0.65
O 1.95860 1.01546 -2.84799 -0.2085 0.9813 -0.7929 -0.57
H -0.01060 -1.26856 0.11333 -0.4698 -0.4131 -0.2776 0.13
H 1.39537 0.12928 -0.74670 0.6798 -0.4153 -0.1878 0.42
H -0.55905 -0.45588 -3.22321 -1.0598 -0.0964 0.0313 0.50
H -1.23087 1.23532 5.54951 1.0598 0.1302 -0.1793 0.46
H -0.94906 -0.17367 5.53867 0.4460 -0.7210 -0.0424 0.46
O -0.45485 0.64237 5.43240 -1.5076 0.5867 0.2133 -0.92
```
Forces are in eV/Å.

As for the HOMO-LUMO gap: 11.38 eV. For the highest occupied orbital energy, the calculation gives -10.94 eV. The calculation puts the total energy at -434.93610 a.u. The calculation puts the relative energy (zero: lowest compared OMol25 entry of this formula, charge and spin) at 36.4 kcal per mole.

2.
Computed, not measured: an isolated ion of composition C4H11N5 and charge +2 at a distorted geometry, with ωB97M-V/def2-TZVPD.

The geometry in XYZ format:
```
20
Properties=species:S:1:pos:R:3:forces:R:3:nbo_charge:R:1
C -2.37966 0.46562 -0.10846 -1.9728 1.4514 0.7890 0.07
C -0.95286 0.72973 0.21842 1.0793 -0.1557 -0.1283 0.36
C -0.00765 -0.41792 0.19193 2.2005 0.1562 -0.6582 0.39
C 2.01009 0.70434 -0.82908 1.7384 -2.6982 -2.6900 -0.44
N -0.53199 -1.60063 0.29848 -0.4749 -1.9378 0.7040 -0.70
N -0.61589 1.94835 0.51274 2.3470 -1.2406 0.8338 -0.56
N 2.17788 -1.28722 0.48925 -1.9304 -0.2404 1.3019 -0.64
N -2.83323 -0.72221 -0.05028 -1.3505 1.4680 -0.9918 -0.49
N 1.31938 -0.21123 0.05198 1.1037 -2.0588 1.2568 -0.14
H -2.99962 1.45476 -0.12597 0.6898 -1.8849 -0.5060 0.24
H 3.05785 0.82012 -0.55721 -0.2695 0.2565 0.7668 0.28
H 2.15625 0.12387 -1.86527 -0.7892 1.4556 1.8487 0.25
H 1.52736 1.61709 -0.94664 -0.8174 1.4465 -0.4074 0.22
H -0.03513 -2.53874 0.28557 -0.5530 1.9313 -0.1835 0.47
H -1.34168 2.58385 0.30500 -0.7638 1.6827 0.2482 0.44
H 0.33031 2.31065 0.95925 -2.4001 -1.0823 -1.3213 0.50
H 2.88449 -1.76301 -0.12819 -1.4197 0.8828 0.4581 0.45
H 1.70487 -1.83094 1.29497 1.5691 1.0762 -2.0046 0.41
H -3.86038 -0.84132 -0.26120 1.1380 0.2966 0.4827 0.45
H -1.61038 -1.54516 0.26470 0.8755 -0.8054 0.2013 0.45
```
Forces are in eV/Å.

As for the HOMO-LUMO gap (spin up / spin down): 6.37 / 6.37 eV. For the highest occupied orbital energy (spin up / spin down), the calculation gives -17.29 / -17.29 eV. The calculation puts the total energy at -432.04077 a.u. The net charge is +2. The calculation puts the relative energy (zero: lowest compared OMol25 entry of this formula, charge and spin) at 68.9 kcal per mole.

3.
Computed, not measured: C23H32CoGeN4Se as an isolated structure, with ωB97M-V/def2-TZVPD.

The geometry in XYZ format:
```
62
Properties=species:S:1:pos:R:3:forces:R:3:lowdin_spin:R:1
Co -0.60261 0.13329 0.38963 0.0003 -0.3910 -0.1286 0.94
C -3.41676 0.65776 0.68981 0.0094 -0.0034 -0.0239 0.00
N -2.18485 1.46139 0.47191 -0.1123 0.0289 0.0726 0.03
C -2.20143 2.19772 -0.80854 0.0142 -0.0283 0.0107 0.00
C -1.50934 1.41425 -1.90181 -0.0587 0.0019 -0.0121 0.00
C -1.61235 1.78630 -3.23227 -0.0628 -0.0443 0.0126 0.00
C -0.95695 1.03749 -4.19375 0.0189 -0.0075 -0.0132 0.00
C -0.22302 -0.07385 -3.80056 -0.0194 -0.0031 -0.0201 0.00
C -0.14953 -0.37446 -2.45794 -0.0837 0.0024 0.0165 0.00
N -0.77014 0.36068 -1.52401 0.2187 0.0878 -0.1359 -0.01
C -1.88786 2.29114 1.65947 -0.0086 0.0102 -0.0191 0.00
C -1.27459 1.42782 2.73795 -0.0318 0.0285 0.0042 0.00
C -1.23246 1.82159 4.06353 -0.0819 -0.0448 -0.0005 0.00
C -0.60373 1.00302 4.98671 0.0166 -0.0161 0.0117 0.00
C -0.05185 -0.19862 4.56302 -0.0309 0.0079 0.0318 0.00
C -0.13087 -0.52546 3.22659 -0.0978 -0.0294 -0.0309 0.00
N -0.72334 0.27450 2.32916 0.3526 0.0441 0.0880 -0.01
C -3.24421 -0.82306 0.43761 -0.0132 0.0246 -0.0015 0.00
C -4.33996 -1.66936 0.37189 0.0107 0.0086 -0.0094 0.00
C -4.12650 -3.02648 0.20871 -0.0003 -0.0203 -0.0047 0.00
C -2.82471 -3.50168 0.11194 -0.0104 -0.0040 -0.0008 0.00
C -1.78794 -2.59605 0.17546 -0.0088 0.0342 -0.0287 0.01
N -1.99741 -1.28159 0.33634 -0.0456 -0.0561 0.0439 0.01
H -3.73462 0.78366 1.72710 0.0153 -0.0140 0.0073 0.00
H -4.23008 1.03960 0.06965 -0.0087 0.0128 0.0176 0.00
H -3.22568 2.42123 -1.11609 0.0143 0.0489 -0.0146 0.00
H -1.70276 3.16081 -0.68292 0.0634 -0.0352 0.0393 0.00
H -2.20714 2.64765 -3.50633 -0.0053 -0.0039 -0.0008 0.00
H -1.02171 1.31219 -5.23795 -0.0100 -0.0085 -0.0014 0.00
H 0.28873 -0.69578 -4.52074 0.0121 0.0076 -0.0003 0.00
H 0.42037 -1.22153 -2.09941 0.0165 0.0049 0.0061 0.00
H -1.17486 3.07010 1.38100 0.0360 -0.0468 -0.0383 0.00
H -2.78548 2.79106 2.03498 0.0292 0.0367 0.0151 0.00
H -1.68703 2.75604 4.36434 0.0020 0.0002 0.0002 0.00
H -0.54808 1.29610 6.02639 -0.0102 -0.0082 0.0024 0.00
H 0.43230 -0.87171 5.25546 0.0072 0.0043 0.0001 0.00
H 0.28167 -1.45126 2.84546 0.0327 0.0150 -0.0132 0.00
H -5.34158 -1.26801 0.45243 -0.0015 -0.0013 -0.0050 0.00
H -4.96456 -3.70817 0.15532 0.0005 -0.0009 0.0050 0.00
H -2.61550 -4.55405 -0.01356 -0.0068 -0.0012 -0.0059 0.00
H -0.75597 -2.91552 0.09299 0.0015 -0.0006 0.0112 0.00
C 3.50617 -0.38147 -2.54772 0.0045 -0.0282 -0.0833 0.00
Ge 3.89320 -1.07647 -0.77120 -0.0003 0.1281 0.0464 0.00
C 5.76105 -1.52455 -0.53728 0.0504 -0.1017 -0.0019 0.00
C 2.67454 -2.52554 -0.30318 -0.0460 -0.0892 -0.0112 0.00
C 3.49757 0.34845 0.55102 -0.1064 -0.2326 -0.0475 0.01
Se 1.69632 1.10792 0.53736 -0.1242 0.7227 0.3005 0.00
C 1.89116 2.43942 -0.86419 0.0676 -0.1337 -0.1137 0.00
H 3.65091 -1.15821 -3.29929 -0.0013 -0.0064 0.0043 0.00
H 4.17338 0.44491 -2.79434 -0.0085 0.0064 0.0021 0.00
H 2.47532 -0.03357 -2.61309 0.0266 0.0210 -0.0447 0.00
H 6.05052 -2.32964 -1.21212 0.0024 0.0037 -0.0027 0.00
H 5.95301 -1.85253 0.48395 0.0244 0.0109 -0.0009 0.00
H 6.38703 -0.65904 -0.75198 0.0082 -0.0008 0.0121 0.00
H 2.77735 -3.37276 -0.98086 -0.0020 0.0053 -0.0082 0.00
H 1.63921 -2.17572 -0.34927 -0.0249 -0.0011 0.0253 0.00
H 2.87469 -2.87839 0.70911 -0.0068 -0.0104 0.0037 0.00
H 4.14764 1.21835 0.45555 -0.0405 0.0264 0.0083 0.00
H 3.62053 -0.03748 1.56318 0.0123 0.0205 0.0127 0.00
H 2.42212 2.01882 -1.71337 -0.0075 0.0123 -0.0036 0.00
H 2.43421 3.28513 -0.45280 0.0144 -0.0032 -0.0113 0.00
H 0.89848 2.75362 -1.17845 -0.0059 0.0095 0.0264 0.00
```
Forces are in eV/Å.

As for the HOMO-LUMO gap (spin up / spin down): 8.62 / 8.60 eV. For the highest occupied orbital energy (spin up / spin down), the calculation gives -14.11 / -14.09 eV. As for the expectation value of S²: 0.7593. The calculation puts the total energy at -6975.31374 a.u. The spin multiplicity is 2. The net charge is +2. The calculation puts the relative energy (zero: lowest compared OMol25 entry of this formula, charge and spin) at 0.0 kcal per mole.

4.
Computed, not measured: C32H37Cl2KN3O8P as an isolated structure at a distorted geometry, with ωB97M-V/def2-TZVPD.

The geometry in XYZ format:
```
84
Properties=species:S:1:pos:R:3:forces:R:3:mulliken_charge:R:1
K -0.35591 -0.53033 0.20223 1.1302 0.0014 1.6402 0.60
O 2.33556 -0.27709 -1.85328 -0.2159 0.0064 -0.0405 -0.62
C 1.61528 0.40473 -2.86935 0.0829 -0.0550 0.1224 -0.06
C 0.41213 -0.38271 -3.36210 -0.0112 0.0780 0.1577 -1.16
N -0.70247 -0.39392 -2.42742 -0.3407 0.0336 -0.4008 1.02
C -1.52752 -1.59021 -2.62144 0.2557 -0.2079 0.1104 -1.16
C -0.89398 -2.78193 -1.87617 0.0408 -0.3824 -0.0403 0.14
O -0.60350 -3.81117 -2.52667 -0.0990 0.1818 0.0894 -0.89
O -0.71034 -2.60170 -0.63698 -0.3305 -1.6164 -1.0243 0.29
C -1.51820 0.82230 -2.45716 -0.1545 -0.1053 0.1500 0.53
C -2.51415 0.81520 -1.25575 -0.3631 0.3025 -0.0158 0.22
O -3.71624 0.58303 -1.49933 0.2413 0.0931 -0.0634 -0.85
O -1.99268 1.03383 -0.12459 -1.3525 0.6575 -0.5092 -0.69
H 2.11903 0.15813 -1.00044 0.0571 0.1283 -0.0343 0.42
H 2.29254 0.55392 -3.71778 0.0313 0.0454 -0.0132 0.43
H 1.30371 1.39135 -2.51063 0.0307 0.0044 -0.0041 -0.37
H 0.73386 -1.41607 -3.51381 -0.0005 -0.0146 -0.0366 0.49
H 0.09816 0.01743 -4.34504 -0.0257 -0.0138 -0.0403 0.28
H -1.64987 -1.84559 -3.68228 0.0024 0.0741 -0.0648 0.25
H -2.51735 -1.40998 -2.19973 -0.0031 0.0275 -0.0190 0.55
H -2.07188 0.91454 -3.40493 -0.0488 -0.0450 -0.0168 0.38
H -0.87498 1.69496 -2.33219 0.0834 -0.0370 -0.0447 -0.75
O 1.74777 0.05088 2.02387 -0.1249 0.2483 0.2076 -0.84
C 1.44478 1.10836 1.45811 0.6028 0.0928 -0.0936 -0.20
O 1.46474 1.31299 0.20226 0.4369 0.1981 0.1266 -0.49
C 0.97792 2.30931 2.25804 -0.1819 0.0817 -0.1868 0.46
C 1.22614 2.35566 3.62337 -0.0275 0.0159 0.0094 -0.40
C 0.80999 3.44173 4.37583 -0.0031 0.0396 -0.0450 -0.70
C 0.12145 4.47651 3.75519 0.0281 -0.0146 0.0312 -0.62
C -0.14384 4.42827 2.39376 0.0741 -0.0272 -0.0786 -0.83
C 0.28906 3.35455 1.61212 0.1901 -0.2467 0.1196 0.08
P -0.04477 3.20512 -0.20787 -0.0468 0.8226 -0.2491 2.38
C 1.40706 4.08364 -0.94100 0.0752 -0.0776 0.0944 -0.18
C 2.55008 4.47047 -0.24733 0.0175 0.0241 0.0255 -0.48
C 3.63344 5.03681 -0.91153 -0.0323 0.0189 -0.0061 -0.67
C 3.59774 5.21991 -2.28679 -0.0655 -0.0139 0.0081 -0.48
C 2.46211 4.83996 -2.99449 -0.0028 0.0293 0.0811 -0.77
C 1.38312 4.28088 -2.32478 0.0403 -0.0368 -0.0006 -0.01
C -1.27156 4.62080 -0.37265 -0.0837 -0.0983 0.1526 -0.39
C -2.58252 4.28667 0.00046 0.0562 -0.0651 -0.0403 0.09
C -3.61846 5.20225 -0.11238 0.0392 0.0453 -0.0031 -0.86
C -3.37494 6.47731 -0.61280 0.0777 -0.0276 0.0179 -0.40
C -2.08580 6.82204 -0.99434 -0.0052 -0.0443 -0.0113 -0.71
C -1.04633 5.90265 -0.87567 -0.0182 0.0181 0.0911 -0.10
H 1.74844 1.51846 4.07026 -0.0389 -0.0113 -0.0278 0.49
H 1.01402 3.48362 5.43956 -0.0017 -0.0100 0.0043 0.36
H -0.20925 5.33168 4.33401 -0.0259 -0.0028 -0.0043 0.40
H -0.68658 5.24541 1.93690 -0.0123 -0.0051 -0.0273 0.36
H 2.59564 4.32227 0.82604 0.0077 -0.0123 -0.0334 0.37
H 4.51109 5.34062 -0.35106 -0.0129 -0.0556 0.0043 0.36
H 4.44803 5.64841 -2.80506 -0.0132 -0.0027 0.0072 0.34
H 2.42280 4.97215 -4.06963 -0.0153 -0.0090 0.0052 0.39
H 0.50008 3.98104 -2.88189 0.0323 -0.0202 -0.0104 0.34
H -2.77543 3.27987 0.36505 -0.0263 0.0258 -0.0539 0.30
H -4.62304 4.91734 0.17793 0.0190 -0.0278 0.0003 0.41
H -4.18190 7.19516 -0.70588 -0.0107 -0.0104 -0.0088 0.34
H -1.88287 7.81383 -1.38589 0.0032 -0.0221 0.0075 0.39
H -0.04725 6.20334 -1.16760 0.0080 -0.0212 -0.0031 0.32
C -3.40838 -2.09294 0.88261 0.0426 -0.0234 0.0936 -1.28
N -2.68374 -3.04595 1.71615 0.1704 0.0509 -0.1533 0.28
C -2.56957 -4.38939 1.16860 0.0101 0.0297 0.0766 -0.25
C -2.19822 -5.34572 2.28417 0.0441 0.0814 -0.0271 -0.84
C -0.86526 -4.89410 2.84578 -0.0600 0.0854 0.0313 -0.55
N -0.91374 -3.48634 3.20461 0.1135 -0.0110 -0.1916 0.22
C 0.21880 -3.00011 3.97067 -0.1220 -0.0059 -0.0833 -1.16
C -1.70866 -2.55498 2.55282 -0.3315 0.0415 0.4839 0.55
O -1.62298 -1.36089 2.83128 0.1251 -0.1665 -0.2413 -0.68
H -3.08152 -2.17396 -0.15411 -0.0074 0.0093 0.0154 0.26
H -3.20564 -1.08450 1.22965 -0.0788 0.0387 -0.0466 0.42
H -4.48261 -2.29043 0.93583 0.0098 -0.0018 0.0199 0.33
H -1.81231 -4.40765 0.37647 -0.0430 0.0118 -0.0651 0.01
H -3.53342 -4.64832 0.72601 -0.0341 -0.0061 0.0195 0.39
H -2.12129 -6.36804 1.90797 0.0103 0.0030 0.0135 0.35
H -2.96011 -5.30951 3.06800 -0.0299 -0.0583 -0.0132 0.33
H -0.07505 -5.07034 2.10724 0.0371 -0.0093 0.0083 0.25
H -0.60972 -5.45881 3.74811 0.0058 -0.0180 0.0262 0.37
H 1.15072 -3.41234 3.57321 -0.0072 0.0020 0.0231 0.36
H 0.12549 -3.29448 5.02233 0.0210 -0.0115 0.0040 0.28
H 0.25805 -1.91724 3.89878 0.0182 0.0090 -0.0063 0.31
Cl 3.57351 -4.39848 -1.30579 -0.0911 0.0484 0.0522 -0.28
C 2.07700 -3.51580 -0.83565 0.0090 -0.0001 0.0097 0.69
Cl 1.88594 -3.45984 0.92550 0.2065 -0.0458 -0.0981 -0.12
H 1.22692 -4.02650 -1.27269 -0.0476 -0.0270 0.0174 -0.04
H 2.16442 -2.49915 -1.20483 0.0597 0.0185 0.0185 -0.30
```
Forces are in eV/Å.

As for the HOMO-LUMO gap: 6.67 eV. For the highest occupied orbital energy, the calculation gives -2.47 eV. The calculation puts the total energy at -3869.67665 a.u. The net charge is -2. The calculation puts the relative energy (zero: lowest compared OMol25 entry of this formula, charge and spin) at 21.4 kcal per mole.

> Look up the total energy of the second one.

-432.04077 a.u.